Entry from the OMol25 dataset: a molecular structure, C31H50O2P2Re in a non-equilibrium geometry (ωB97M-V with the def2-TZVPD basis set).

ORCA input file:
```
! wB97M-V def2-TZVPD RIJCOSX def2/J DEFGRID3
* xyz 2 4
Re 0.317 -1.244 -0.509
C 1.277 -1.750 1.313
C 1.966 -2.299 0.161
C 2.009 0.021 0.025
C 1.392 -0.334 1.254
C 2.407 -1.183 -0.653
C 0.826 -2.475 2.561
H 0.211 -3.344 2.320
H 0.226 -1.810 3.195
H 1.668 -2.822 3.179
C 1.388 0.606 2.411
H 0.935 0.158 3.297
H 0.846 1.519 2.118
H 2.425 0.914 2.663
C 2.445 1.417 -0.260
H 3.367 1.663 0.298
H 1.662 2.089 0.114
H 2.621 1.581 -1.323
C 3.329 -1.166 -1.834
H 4.237 -1.740 -1.598
H 3.612 -0.131 -2.054
H 2.851 -1.579 -2.727
C 2.388 -3.721 0.028
H 3.210 -3.918 0.755
H 2.746 -3.893 -0.989
H 1.549 -4.387 0.254
C -1.735 -1.855 -1.191
C -0.911 -2.804 -0.422
C -0.671 -4.190 -1.013
C 0.331 -4.346 -2.167
C 0.762 -3.029 -2.773
C -0.110 -2.248 -3.449
C -1.555 -2.630 -3.673
C -2.439 -2.431 -2.437
H -1.639 -4.556 -1.368
H -0.125 -4.994 -2.943
H -0.373 -4.843 -0.183
H -2.905 -3.406 -2.212
H -2.452 -1.236 -0.631
H -1.180 -2.882 0.634
H -3.298 -1.796 -2.708
H -1.945 -2.024 -4.507
H 0.225 -1.413 -4.068
H -1.650 -3.679 -4.019
H 1.224 -4.889 -1.825
H 1.842 -2.966 -2.958
P -2.063 -0.073 1.427
C -1.786 0.686 3.050
H -2.756 0.792 3.543
H -1.322 1.669 2.924
H -1.128 0.055 3.649
C -3.268 1.085 0.694
H -4.149 1.087 1.349
H -3.564 0.772 -0.314
H -2.849 2.120 0.651
C -3.057 -1.554 1.902
H -3.320 -2.167 1.034
H -3.971 -1.225 2.408
H -2.469 -2.193 2.573
P -0.227 1.112 -2.192
C 1.029 1.018 -3.535
H 0.546 1.325 -4.470
H 1.415 0.001 -3.645
H 1.881 1.673 -3.325
C -1.804 0.868 -3.076
H -1.899 -0.201 -3.279
H -1.814 1.427 -4.019
H -2.656 1.179 -2.461
C -0.276 2.920 -1.878
H -0.283 3.477 -2.826
H 0.601 3.215 -1.293
H -1.160 3.179 -1.278
O -2.268 3.887 0.935
C -1.041 3.851 1.242
O -0.278 2.841 1.192
C -0.380 5.139 1.633
C -1.054 6.348 1.409
C -0.449 7.567 1.724
C 0.843 7.582 2.307
C 1.524 6.362 2.535
C 0.912 5.158 2.192
H -2.057 6.308 0.977
H -0.977 8.508 1.536
H 1.315 8.520 2.577
H 2.515 6.357 2.984
H 1.407 4.200 2.334
*
```

Summary:
- lowest unoccupied orbital energy (spin up / spin down) (Ha) = -0.21268 / -0.34186
- HOMO-LUMO gap (spin up / spin down) (eV) = 7.21 / 4.84
- max |F| (hartree/bohr) = 0.192
- ⟨S²⟩ = 3.785



Entry from the OMol25 dataset: a molecular structure, C20H43FGa (ωB97M-V with the def2-TZVPD basis set).

ORCA input file:
```
! wB97M-V def2-TZVPD RIJCOSX def2/J DEFGRID3
* xyz -1 1
C 5.762 0.977 2.417
C 4.294 1.370 2.224
C 3.265 0.224 2.205
C 3.673 -1.104 1.563
C 3.506 -1.192 0.045
C 4.361 -0.233 -0.797
C 3.720 1.138 -1.094
C 3.007 1.254 -2.460
C 1.471 1.285 -2.357
C 0.869 -0.118 -2.386
C -0.601 -0.205 -1.924
Ga -0.852 -1.769 -0.634
F 0.453 -2.992 -1.112
C -2.646 -2.716 -0.836
C -3.369 -2.943 0.499
C -4.097 -1.704 1.023
C -5.388 -1.321 0.278
C -5.207 -0.236 -0.788
C -4.803 1.135 -0.200
C -3.369 1.557 -0.565
C -2.616 2.340 0.511
C -2.351 1.552 1.793
H 5.969 0.722 3.456
H 6.397 1.831 2.172
H 6.071 0.160 1.771
H 4.035 2.020 3.064
H 4.210 1.995 1.335
H 2.379 0.571 1.666
H 2.926 0.047 3.227
H 3.013 -1.870 1.978
H 4.684 -1.402 1.849
H 3.765 -2.215 -0.237
H 2.451 -1.083 -0.202
H 5.341 -0.114 -0.329
H 4.547 -0.717 -1.759
H 3.007 1.385 -0.305
H 4.500 1.902 -1.040
H 3.359 2.160 -2.958
H 3.286 0.408 -3.090
H 1.070 1.858 -3.200
H 1.171 1.798 -1.442
H 0.958 -0.532 -3.392
H 1.490 -0.758 -1.754
H -0.903 0.726 -1.437
H -1.255 -0.346 -2.789
H -0.609 -1.321 0.906
H -2.469 -3.671 -1.338
H -3.250 -2.119 -1.521
H -2.621 -3.211 1.252
H -4.072 -3.785 0.463
H -3.399 -0.864 1.015
H -4.352 -1.887 2.072
H -5.849 -2.208 -0.161
H -6.101 -0.923 1.008
H -4.438 -0.538 -1.495
H -6.139 -0.140 -1.351
H -4.945 1.122 0.881
H -5.492 1.886 -0.593
H -3.422 2.196 -1.450
H -2.778 0.685 -0.849
H -3.132 3.280 0.723
H -1.640 2.606 0.095
H -3.262 1.122 2.210
H -1.663 0.733 1.584
H -1.923 2.198 2.560
*
```

Summary:
- lowest unoccupied orbital energy (Ha) = 0.11225
- HOMO-LUMO gap (eV) = 7.60
- max |F| (hartree/bohr) = 0.012



Entry from the OMol25 dataset: a molecular structure, C24H57NOOsP2Si4Te in a non-equilibrium geometry (ωB97M-V with the def2-TZVPD basis set).

ORCA input file:
```
! wB97M-V def2-TZVPD RIJCOSX def2/J DEFGRID3
* xyz 0 5
Os -0.101 -0.431 -2.222
P 2.298 -0.423 -2.294
P -2.415 -0.114 -1.955
N -0.122 0.548 -3.718
H 1.107 -2.644 -0.794
C 2.860 -1.897 -3.233
H 3.959 -1.922 -3.261
H 2.464 -1.830 -4.257
H 2.480 -2.808 -2.748
C 3.395 -0.368 -0.813
H 4.436 -0.548 -1.125
H 3.106 -1.142 -0.086
H 3.330 0.624 -0.342
C 2.964 0.985 -3.288
H 4.061 1.015 -3.222
H 2.562 1.930 -2.902
H 2.671 0.869 -4.342
C -3.239 -1.511 -2.809
H -4.331 -1.408 -2.733
H -2.911 -2.451 -2.340
H -2.930 -1.499 -3.863
C -3.237 -0.022 -0.321
H -4.329 -0.016 -0.459
H -2.931 0.902 0.191
H -2.965 -0.894 0.292
C -3.029 1.376 -2.848
H -4.105 1.510 -2.671
H -2.850 1.258 -3.927
H -2.494 2.266 -2.490
C -0.099 1.394 -4.757
C -0.026 1.836 -7.153
C -0.075 0.931 -6.109
C -0.075 2.805 -4.528
C -0.030 3.688 -5.591
C -0.006 3.219 -6.912
H 0.001 1.470 -8.177
H -0.089 -0.146 -6.261
H -0.081 3.140 -3.487
H -0.008 4.761 -5.389
H 0.032 3.935 -7.743
C 0.104 -3.083 -1.002
O -0.436 -2.370 -2.083
C 0.285 -4.565 -1.383
H 0.220 -5.182 -0.481
H 1.258 -4.731 -1.856
H -0.493 -4.896 -2.072
C -0.721 -2.972 0.273
H -1.593 -3.640 0.228
H -1.056 -1.942 0.478
H -0.097 -3.299 1.119
C -3.356 0.627 3.314
Si -1.926 -0.567 3.644
C -1.605 -0.580 5.502
C -2.577 -2.288 3.197
Si 0.027 0.137 2.494
Te 0.244 0.754 -0.014
Si 0.180 2.518 2.516
C 0.217 2.826 4.377
C 1.714 3.352 1.780
C -1.324 3.363 1.757
Si 1.963 -0.843 3.400
C 1.818 -0.985 5.275
C 2.332 -2.586 2.753
C 3.470 0.219 2.972
H -4.180 0.258 3.947
H -3.696 0.615 2.269
H -3.133 1.663 3.605
H -2.600 -0.639 5.973
H -1.023 -1.455 5.821
H -1.103 0.322 5.879
H -2.944 -2.364 2.164
H -1.830 -3.078 3.364
H -3.428 -2.470 3.875
H 1.080 2.366 4.873
H 0.307 3.921 4.451
H -0.699 2.506 4.885
H 1.787 3.263 0.687
H 1.662 4.430 2.033
H 2.652 2.972 2.213
H -1.405 3.237 0.668
H -2.268 3.028 2.203
H -1.217 4.442 1.964
H 1.195 -1.837 5.578
H 2.839 -1.153 5.656
H 1.418 -0.085 5.759
H 2.417 -2.637 1.659
H 3.301 -2.887 3.189
H 1.575 -3.314 3.077
H 3.658 0.295 1.892
H 3.404 1.235 3.385
H 4.333 -0.289 3.434
*
```

Summary:
- lowest unoccupied orbital energy (spin up / spin down) (Ha) = 0.01936 / -0.03088
- energy above the lowest of the compared OMol25 structures with the same formula, charge and spin (kcal per mole) = 3.5
- HOMO-LUMO gap (spin up / spin down) (eV) = 5.36 / 5.81
- max |F| (hartree/bohr) = 0.090
- ⟨S²⟩ = 6.062



Entry from the OMol25 dataset: a molecular structure, C15H24BrNO3PtS3 in a non-equilibrium geometry (ωB97M-V with the def2-TZVPD basis set).

ORCA input file:
```
! wB97M-V def2-TZVPD RIJCOSX def2/J DEFGRID3
* xyz 4 5
Pt 0.151 -0.596 -0.044
C 2.115 -0.576 2.561
C 0.783 -0.566 3.279
S -0.613 0.011 2.216
C -1.918 -1.225 2.573
C -1.587 -2.679 2.278
S -1.041 -2.981 0.556
C 0.541 -3.866 0.734
C 1.643 -3.211 1.547
S 2.158 -1.526 0.992
H 2.890 -0.974 3.226
H 2.426 0.431 2.270
H 0.836 0.146 4.110
H 0.523 -1.529 3.718
H -2.785 -0.893 1.999
H -2.168 -1.120 3.634
H -2.508 -3.263 2.394
H -0.859 -3.093 2.973
H 0.864 -4.051 -0.296
H 0.312 -4.838 1.189
H 2.541 -3.831 1.421
H 1.422 -3.173 2.613
O 1.054 -1.025 -1.774
O 0.618 -2.101 -2.235
Br -4.276 3.119 -1.850
C -3.398 1.412 -1.996
C -3.864 0.427 -2.869
C -3.178 -0.776 -2.928
C -2.070 -0.959 -2.114
N -1.647 -0.024 -1.255
C -2.283 1.144 -1.190
H -4.740 0.592 -3.485
H -3.492 -1.558 -3.609
H -1.501 -1.883 -2.198
H -1.927 1.897 -0.500
C 2.290 3.759 -2.275
C 1.846 4.310 -0.937
C 1.471 3.074 -0.110
O 1.421 1.955 -0.995
C 2.046 2.268 -2.209
H 3.341 4.012 -2.504
H 1.774 4.228 -3.129
H 1.014 5.016 -1.045
H 2.623 4.914 -0.454
H 0.500 3.163 0.387
H 2.222 2.878 0.670
H 1.436 1.869 -3.038
H 2.994 1.692 -2.301
*
```

Summary:
- lowest unoccupied orbital energy (spin up / spin down) (Ha) = -0.54019 / -0.63344
- energy above the lowest of the compared OMol25 structures with the same formula, charge and spin (kcal per mole) = 100.3
- HOMO-LUMO gap (spin up / spin down) (eV) = 5.35 / 2.71
- max |F| (hartree/bohr) = 0.073
- ⟨S²⟩ = 6.037



Entry from the OMol25 dataset: a molecular structure, C38H63Cl47GaO2S in a non-equilibrium geometry (ωB97M-V with the def2-TZVPD basis set).

ORCA input file:
```
! wB97M-V def2-TZVPD RIJCOSX def2/J DEFGRID3
* xyz -1 1
C -6.222 -1.524 3.489
C -5.347 -2.284 4.488
C -3.950 -1.648 4.630
C -3.810 -0.791 5.897
C -2.413 -0.170 6.036
C -2.232 1.283 5.567
C -3.291 2.341 5.960
C -3.921 3.032 4.751
C -4.954 2.155 4.017
C -4.712 1.983 2.521
C -5.224 3.120 1.632
C -4.919 2.820 0.157
C -3.936 3.808 -0.474
C -2.533 3.721 0.143
C -1.541 2.920 -0.688
C -1.995 1.506 -1.033
Ga -1.702 0.130 0.455
C -3.437 -0.752 1.042
C -4.124 -1.324 -0.200
C -5.549 -1.815 0.015
Cl -5.621 -3.250 1.102
C -0.623 0.890 2.009
C 0.604 0.046 2.363
C 1.832 0.259 1.489
C 1.734 -0.345 0.081
S 2.238 -2.031 -0.126
O 1.459 -2.667 -1.146
O 3.668 -2.096 -0.182
Cl 1.740 -2.986 1.620
H -5.860 -1.696 2.468
H -7.271 -1.817 3.567
H -6.179 -0.448 3.707
H -5.255 -3.335 4.190
H -5.812 -2.277 5.480
H -3.743 -1.019 3.752
H -3.181 -2.429 4.676
H -4.600 -0.028 5.914
H -4.002 -1.438 6.765
H -2.049 -0.274 7.065
H -1.743 -0.779 5.412
H -1.275 1.623 5.985
H -2.092 1.289 4.477
H -2.791 3.114 6.559
H -4.071 1.910 6.603
H -4.367 3.990 5.041
H -3.100 3.274 4.057
H -4.971 1.154 4.465
H -5.954 2.591 4.154
H -3.637 1.837 2.340
H -5.207 1.061 2.183
H -4.744 4.067 1.919
H -6.308 3.205 1.786
H -4.459 1.822 0.118
H -5.841 2.785 -0.437
H -4.309 4.827 -0.289
H -3.854 3.648 -1.551
H -2.130 4.741 0.218
H -2.593 3.329 1.170
H -1.362 3.501 -1.617
H -0.569 2.906 -0.169
H -1.417 1.161 -1.905
H -3.044 1.497 -1.363
H -0.806 -1.079 -0.171
H -4.134 -0.063 1.548
H -3.207 -1.595 1.708
H -3.519 -2.176 -0.549
H -4.145 -0.593 -1.024
H -6.170 -1.053 0.493
H -6.024 -2.147 -0.912
H -0.353 1.950 1.872
H -1.275 0.876 2.899
H 0.909 0.263 3.399
H 0.334 -1.015 2.341
H 2.708 -0.197 1.977
H 2.064 1.326 1.389
H 0.736 -0.274 -0.362
H 2.459 0.144 -0.584
C 0.529 1.195 -4.493
Cl 1.173 0.096 -3.277
Cl -0.975 0.584 -5.171
Cl 0.289 2.807 -3.807
H 1.252 1.275 -5.295
C -2.101 5.688 -3.759
Cl -2.396 6.634 -2.306
Cl -3.295 4.421 -3.957
Cl -1.999 6.728 -5.187
H -1.141 5.202 -3.636
C 3.561 -5.262 0.123
Cl 3.779 -5.482 -1.613
Cl 2.684 -6.620 0.840
Cl 5.124 -5.028 0.919
H 2.983 -4.357 0.271
C 5.738 -6.184 -2.580
Cl 6.792 -5.136 -1.636
Cl 5.116 -5.335 -4.001
Cl 6.566 -7.672 -3.043
H 4.882 -6.452 -1.969
C 1.249 6.884 -0.468
Cl 0.721 8.574 -0.543
Cl 0.274 5.975 0.675
Cl 1.199 6.151 -2.067
H 2.276 6.874 -0.126
C 5.958 -1.717 -5.412
Cl 4.268 -1.249 -5.521
Cl 6.577 -2.232 -6.983
Cl 6.941 -0.395 -4.771
H 6.032 -2.558 -4.732
C 7.479 -0.255 -9.821
Cl 8.250 0.637 -8.516
Cl 6.825 0.837 -11.042
Cl 8.605 -1.404 -10.555
H 6.650 -0.813 -9.402
C 8.169 -1.288 -1.351
Cl 6.471 -1.307 -0.946
Cl 8.964 0.230 -0.909
Cl 8.928 -2.677 -0.573
H 8.270 -1.416 -2.420
C -0.358 -5.164 -0.121
Cl -1.396 -3.803 -0.441
Cl -0.889 -6.173 1.226
Cl -0.091 -6.161 -1.561
H 0.601 -4.750 0.169
C 8.374 -6.062 -7.818
Cl 7.875 -5.469 -6.240
Cl 7.348 -7.393 -8.351
Cl 8.333 -4.744 -9.000
H 9.388 -6.431 -7.742
C 3.493 -1.038 -9.990
Cl 4.778 -2.230 -9.786
Cl 1.941 -1.699 -9.492
Cl 3.876 0.436 -9.100
H 3.434 -0.787 -11.041
C 1.251 12.040 -1.894
Cl -0.345 12.786 -1.912
Cl 1.633 11.319 -3.453
Cl 2.487 13.205 -1.413
H 1.242 11.248 -1.156
C 2.962 1.990 5.676
Cl 1.256 2.314 5.389
Cl 3.699 1.197 4.287
Cl 3.829 3.476 6.089
H 3.040 1.320 6.522
C 5.496 -5.071 3.049
Cl 6.398 -3.889 2.114
Cl 6.397 -6.584 3.205
Cl 5.060 -4.435 4.635
H 4.579 -5.287 2.516
C -8.353 -4.983 5.706
Cl -7.612 -4.069 7.021
Cl -9.072 -3.899 4.516
Cl -7.177 -6.058 4.951
H -9.142 -5.594 6.125
*
```

Summary:
- lowest unoccupied orbital energy (Ha) = 0.05305
- HOMO-LUMO gap (eV) = 6.89
- max |F| (hartree/bohr) = 0.256



Entry from the OMol25 dataset: 2 unconnected molecules or ions with the total composition C5H11NO in a non-equilibrium geometry (ωB97M-V with the def2-TZVPD basis set).

ORCA input file:
```
! wB97M-V def2-TZVPD RIJCOSX def2/J DEFGRID3
* xyz 0 1
C 1.242 -3.310 -1.075
C 0.717 -1.997 -0.507
C -0.580 -1.605 -0.598
C -1.185 -0.755 0.398
C -1.747 0.459 0.034
N -1.756 1.578 0.781
H 1.766 -3.865 -0.278
H 1.966 -3.274 -1.882
H 0.370 -3.971 -1.203
H 1.427 -1.349 0.061
H -1.090 -1.830 -1.555
H -1.062 -0.912 1.446
H -2.200 0.519 -0.941
H -2.243 2.425 0.555
H -1.315 1.647 1.683
O 2.389 4.310 0.838
H 2.400 4.695 -0.059
H 2.756 3.429 0.733
*
```

Summary:
- lowest unoccupied orbital energy (Ha) = 0.02653
- energy above the lowest of the compared OMol25 structures with the same formula, charge and spin (kcal per mole) = 69.2
- HOMO-LUMO gap (eV) = 7.83
- SMILES = C/C=C/C=C/N.O
- max |F| (hartree/bohr) = 0.062